Computed, not measured: a 2-piece molecular cluster, C5H13N overall, with ωB97M-V with the def2-TZVPD basis set.

Output
Spin multiplicity: 2
HOMO (alpha / beta) in eV: -14.286 / -12.750
<S²>: 0.76
LUMO (alpha / beta) in eV: -3.95 / -9.28
Total charge: +1
Gap between HOMO and LUMO (alpha / beta) in eV: 10.3 / 3.5

CARTESIAN COORDINATES (ANGSTROEM)
C1 -2.189 1.267 -1.606
C2 -2.001 0.533 -0.219
C3 -2.613 -0.603 0.150
H1 -1.366 1.930 -1.653
H2 -2.388 0.611 -2.491
H3 -3.121 1.914 -1.532
H4 -1.434 1.047 0.435
H5 -2.354 -1.177 1.043
H6 -3.432 -0.941 -0.373
C4 2.920 -0.253 -0.433
C5 1.937 -0.911 0.555
N1 1.385 0.016 1.527
H7 3.916 0.139 -0.013
H8 3.175 -0.920 -1.270
H9 2.526 0.707 -0.770
H10 1.179 -1.528 0.023
H11 2.544 -1.787 0.998
H12 0.614 -0.438 1.999
H13 2.119 0.133 2.237

Forces on atoms 1 to 3 (eV/Å):
-1.616 -1.475 1.801
-1.746 0.798 -4.629
0.812 -0.749 1.744

Atomic partial charges in e from the natural (NBO) method, atoms 1 to 2:
1. C -0.68
2. C 0.05

---

Computed, not measured: one molecule with the formula C5H13N2, with ωB97M-V with the def2-TZVPD basis set.

Output
Spin multiplicity: 2
HOMO (alpha / beta) in eV: -2.033 / -9.133
<S²>: 0.75
LUMO (alpha / beta) in eV: 0.30 / 0.55
Total charge: 0
Gap between HOMO and LUMO (alpha / beta) in eV: 2.3 / 9.7

CARTESIAN COORDINATES (ANGSTROEM)
N1 -1.121 0.846 1.120
C1 -0.380 0.120 0.016
C2 1.130 0.006 0.353
C3 2.003 0.196 -0.833
C4 2.780 1.279 -0.982
C5 -1.066 -1.246 -0.103
N2 -2.506 -1.145 0.077
H1 -2.052 0.395 1.168
H2 -1.173 1.844 0.894
H3 -0.576 0.737 1.985
H4 -0.470 0.739 -0.877
H5 1.322 -0.993 0.754
H6 1.356 0.799 1.069
H7 1.950 -0.589 -1.582
H8 2.679 2.097 -0.276
H9 3.542 1.345 -1.740
H10 -0.758 -1.662 -1.065
H11 -0.594 -1.903 0.646
H12 -3.003 -1.214 -0.805
H13 -2.880 -1.872 0.675

Forces on atoms 1 to 3 (eV/Å):
0.671 -0.239 -0.371
0.222 -0.214 0.231
-0.556 0.328 -0.851

Atomic partial charges in e from the natural (NBO) method, atoms 1 to 2:
1. N -0.70
2. C -0.09

---

Computed, not measured: an isolated ion of composition C5H13N2 and charge +1, with ωB97M-V with the def2-TZVPD basis set.

Output
HOMO in eV: -11.048
SMILES: CN/C=C/CC[NH3+]
LUMO in eV: -3.61
Total charge: +1
Gap between HOMO and LUMO in eV: 7.4

CARTESIAN COORDINATES (ANGSTROEM)
C1 1.436 0.157 1.734
C2 1.201 0.485 0.249
C3 -0.277 0.414 0.049
C4 -0.797 -0.318 -0.992
N1 -2.174 -0.525 -1.298
C5 -2.480 -1.362 -2.457
N2 2.567 1.128 2.332
H1 0.511 0.115 2.341
H2 1.786 -0.858 1.735
H3 1.697 1.632 0.035
H4 1.742 -0.164 -0.471
H5 -0.782 0.809 0.891
H6 -0.106 -0.506 -1.778
H7 -2.788 -0.375 -0.537
H8 -3.433 -1.978 -2.222
H9 -2.596 -0.941 -3.478
H10 -1.693 -2.081 -2.742
H11 3.387 0.485 2.572
H12 2.246 1.436 3.192
H13 2.781 1.956 1.732

Forces on atoms 1 to 3 (eV/Å):
0.718 0.351 -0.999
0.881 2.928 -0.597
0.310 -1.590 -1.669

Atomic partial charges in e from the natural (NBO) method, atoms 1 to 2:
1. C -0.22
2. C -0.41

---

Computed, not measured: an isolated ion of composition C5H13N2 and charge +1, with ωB97M-V with the def2-TZVPD basis set.

Output
HOMO in eV: -13.848
SMILES: C[C@@H]1[C@@H]([NH3+])[C@@]1(C)N
LUMO in eV: -3.19
Total charge: +1
Gap between HOMO and LUMO in eV: 10.7

CARTESIAN COORDINATES (ANGSTROEM)
C1 -0.549 -0.578 -0.532
C2 0.387 -0.762 0.543
C3 0.135 0.644 0.015
C4 -1.881 -0.936 -0.277
C5 -0.608 1.704 0.691
N1 1.746 -1.242 0.253
N2 1.295 1.086 -0.754
H1 -0.169 -0.834 -1.509
H2 -0.013 -1.201 1.431
H3 -2.261 -0.513 0.702
H4 -2.161 -1.946 -0.160
H5 -2.594 -0.434 -0.996
H6 -0.126 2.143 1.614
H7 -1.579 1.198 0.773
H8 -0.695 2.658 0.045
H9 1.769 -2.125 -0.289
H10 2.173 -1.401 1.129
H11 1.381 0.898 -1.719
H12 2.238 -0.425 -0.309
H13 1.513 2.067 -0.651

Forces on atoms 1 to 3 (eV/Å):
2.603 0.349 -2.371
1.205 -0.222 0.985
1.407 -0.082 -1.412

Atomic partial charges in e from the natural (NBO) method, atoms 1 to 2:
1. C -0.25
2. C -0.11

---

Computed, not measured: an isolated ion of composition C5H13N2 and charge +1, with ωB97M-V with the def2-TZVPD basis set.

Output
HOMO in eV: -14.468
SMILES: CC1(C)C[C@H](N)[NH2+]1
LUMO in eV: -2.84
Total charge: +1
Gap between HOMO and LUMO in eV: 11.6

CARTESIAN COORDINATES (ANGSTROEM)
C1 0.568 0.171 -1.144
C2 1.505 0.474 -0.011
C3 -0.746 -0.009 0.072
C4 -1.398 -1.290 -0.164
C5 -1.737 1.073 0.108
N1 2.578 -0.330 0.225
N2 0.423 0.138 1.154
H1 0.264 0.979 -1.854
H2 0.643 -0.835 -1.594
H3 1.659 1.612 -0.015
H4 -2.195 -1.119 -0.999
H5 -1.929 -1.669 0.710
H6 -0.691 -2.180 -0.489
H7 -2.273 1.173 1.053
H8 -2.575 0.933 -0.672
H9 -1.268 2.184 -0.005
H10 3.361 -0.049 0.800
H11 2.928 -1.096 -0.257
H12 0.687 -0.844 1.169
H13 0.194 0.684 1.911

Forces on atoms 1 to 3 (eV/Å):
-3.801 -0.688 1.293
-0.150 2.679 0.035
3.574 1.512 -2.897

Atomic partial charges in e from the natural (NBO) method, atoms 1 to 2:
1. C -0.43
2. C 0.14

---

Computed, not measured: C5H13N2 as an isolated structure, with ωB97M-V with the def2-TZVPD basis set.

Output
HOMO in eV: -12.989
LUMO in eV: -3.13
Total charge: +1
Gap between HOMO and LUMO in eV: 9.9

CARTESIAN COORDINATES (ANGSTROEM)
C1 0.833 1.196 -1.679
C2 0.630 2.288 -0.723
C3 -1.161 -2.220 0.014
C4 0.047 -1.538 0.356
C5 -0.352 0.335 0.611
N1 -0.257 0.678 1.966
N2 0.618 0.923 -0.253
H1 -0.123 0.975 -2.176
H2 1.813 1.003 -2.096
H3 1.513 2.866 -0.500
H4 -0.313 2.754 -0.753
H5 -0.959 -3.365 -0.245
H6 -1.530 -1.764 -0.948
H7 -1.946 -2.406 0.766
H8 0.850 -1.534 -0.489
H9 0.475 -1.797 1.323
H10 -1.365 0.437 0.020
H11 0.636 0.247 2.388
H12 -0.995 0.258 2.426
H13 1.588 0.666 -0.007

Forces on atoms 1 to 3 (eV/Å):
-3.101 -0.149 -1.166
1.474 0.832 -0.547
-1.807 -3.835 -2.441

Atomic partial charges in e from the natural (NBO) method, atoms 1 to 2:
1. C -0.20
2. C -0.22

---

Computed, not measured: an isolated ion of composition C5H13N2 and charge +1, with ωB97M-V with the def2-TZVPD basis set.

Output
HOMO in eV: -13.966
LUMO in eV: -7.47
Total charge: +1
Gap between HOMO and LUMO in eV: 6.5

CARTESIAN COORDINATES (ANGSTROEM)
C1 2.531 -0.546 -0.687
C2 1.356 -0.345 0.272
C3 0.261 0.519 -0.441
C4 -0.777 1.002 0.459
C5 -2.190 1.103 0.108
N1 -2.847 -0.165 -0.305
N2 0.770 -1.617 0.666
H1 3.270 0.242 -0.597
H2 2.172 -0.550 -1.719
H3 2.988 -1.522 -0.517
H4 1.736 0.258 1.103
H5 0.807 1.405 -0.781
H6 -0.244 -0.045 -1.227
H7 1.308 -2.035 1.421
H8 -0.435 1.895 1.004
H9 -2.243 1.755 -0.785
H10 -2.748 1.579 0.913
H11 -3.381 -0.516 0.488
H12 -2.173 -0.917 -0.431
H13 -0.160 -1.501 1.058

Forces on atoms 1 to 3 (eV/Å):
-0.407 -0.315 -0.372
0.693 0.155 -0.118
-1.077 -1.730 1.001

Atomic partial charges in e from the natural (NBO) method, atoms 1 to 2:
1. C -0.62
2. C 0.00

---

Computed, not measured: an isolated ion of composition C5H13N2 and charge +1, with ωB97M-V with the def2-TZVPD basis set.

Output
HOMO in eV: -13.556
SMILES: C=C(CCN)[NH2+]C
LUMO in eV: -3.12
Total charge: +1
Gap between HOMO and LUMO in eV: 10.4

CARTESIAN COORDINATES (ANGSTROEM)
C1 1.004 0.652 1.642
C2 1.031 1.221 0.190
C3 0.029 0.524 -0.778
C4 0.195 0.639 -2.099
C5 -1.785 -1.210 -0.867
N1 -0.963 -0.301 -0.078
N2 0.872 -0.825 1.609
H1 1.972 0.857 2.108
H2 0.215 1.142 2.238
H3 2.064 1.001 -0.106
H4 0.756 2.280 0.074
H5 -0.234 -0.190 -2.637
H6 0.312 1.542 -2.703
H7 -1.200 -2.067 -1.158
H8 -2.684 -1.488 -0.346
H9 -2.070 -0.810 -1.829
H10 -1.413 0.371 0.509
H11 0.583 -1.195 2.491
H12 1.626 -1.251 1.114
H13 -0.312 -0.892 0.623

Forces on atoms 1 to 3 (eV/Å):
0.177 0.538 -0.146
-1.054 -0.636 0.174
2.234 1.336 0.023

Atomic partial charges in e from the natural (NBO) method, atoms 1 to 2:
1. C -0.24
2. C -0.48

---

Computed, not measured: an isolated ion of composition C5H13N2 and charge +1, with ωB97M-V with the def2-TZVPD basis set.

Output
HOMO in eV: -14.004
SMILES: C=C([NH3+])C[C@H](C)N
LUMO in eV: -3.02
Total charge: +1
Gap between HOMO and LUMO in eV: 11.0

CARTESIAN COORDINATES (ANGSTROEM)
C1 -2.172 -0.842 1.018
C2 -0.948 -0.221 0.345
C3 0.510 -0.780 0.423
C4 1.530 0.283 0.026
C5 2.522 0.688 0.816
N1 1.174 0.803 -1.267
N2 -1.319 0.225 -1.065
H1 -2.235 -1.815 0.510
H2 -2.982 -0.192 0.682
H3 -2.188 -1.044 2.076
H4 -0.754 0.812 0.711
H5 0.607 -0.889 1.508
H6 0.670 -1.741 -0.090
H7 2.869 0.045 1.597
H8 3.008 1.594 0.488
H9 1.641 1.715 -1.411
H10 1.686 0.403 -2.064
H11 -2.197 0.726 -1.165
H12 -0.065 0.765 -1.393
H13 -1.358 -0.533 -1.745

Forces on atoms 1 to 3 (eV/Å):
0.873 -0.856 -1.725
0.506 2.960 -0.305
-0.569 -0.270 0.547

Atomic partial charges in e from the natural (NBO) method, atoms 1 to 2:
1. C -0.62
2. C -0.02

---

Computed, not measured: an isolated ion of composition C5H13N2 and charge +2, with ωB97M-V with the def2-TZVPD basis set.

Output
Spin multiplicity: 2
HOMO (alpha / beta) in eV: -20.311 / -20.140
<S²>: 0.75
LUMO (alpha / beta) in eV: -8.24 / -14.33
Total charge: +2
Gap between HOMO and LUMO (alpha / beta) in eV: 12.1 / 5.8

CARTESIAN COORDINATES (ANGSTROEM)
C1 -1.801 1.229 -0.630
C2 -1.560 -0.296 -1.019
C3 -0.906 -0.978 0.174
C4 0.624 -1.226 -0.170
N1 1.789 0.541 1.813
C5 2.027 0.659 0.534
N2 1.408 -0.029 -0.435
H1 -0.878 1.578 -0.139
H2 -2.489 1.159 0.224
H3 -2.156 1.795 -1.490
H4 -0.855 -0.228 -1.882
H5 -2.410 -0.773 -1.529
H6 -1.429 -1.928 0.290
H7 -0.947 -0.476 1.148
H8 1.073 -1.867 0.588
H9 0.632 -1.793 -1.104
H10 0.870 0.247 2.126
H11 2.199 1.179 2.496
H12 2.831 1.334 0.271
H13 1.980 -0.127 -1.265

Forces on atoms 1 to 3 (eV/Å):
1.122 -0.337 1.048
0.106 0.021 -0.487
-0.806 -0.489 0.100

Atomic partial charges in e from the natural (NBO) method, atoms 1 to 2:
1. C -0.48
2. C -0.31

---

Computed, not measured: an isolated ion of composition C5H13N2O and charge -1, with ωB97M-V with the def2-TZVPD basis set.

Output
HOMO in eV: -2.224
LUMO in eV: 4.28
Total charge: -1
Gap between HOMO and LUMO in eV: 6.5

CARTESIAN COORDINATES (ANGSTROEM)
C1 0.778 1.402 -0.010
N1 -0.409 1.441 0.853
C2 -1.727 1.406 0.140
C3 -1.972 0.080 -0.556
O1 -1.766 -1.028 0.322
C4 1.573 0.131 0.374
N2 0.691 -1.034 0.419
C5 1.390 -2.165 -0.098
H1 0.568 1.357 -1.064
H2 1.400 2.269 0.274
H3 -0.454 0.549 1.364
H4 -2.535 1.786 0.755
H5 -1.734 2.098 -0.728
H6 -1.305 -0.012 -1.439
H7 -2.983 -0.007 -0.974
H8 2.438 0.056 -0.319
H9 1.985 0.256 1.392
H10 -0.721 -1.064 0.407
H11 1.765 -1.951 -1.148
H12 2.309 -2.545 0.371
H13 0.708 -3.025 -0.337

Forces on atoms 1 to 3 (eV/Å):
0.622 -0.715 1.930
-1.884 -0.119 -0.239
1.184 0.803 -1.495

Atomic partial charges in e from the natural (NBO) method, atoms 1 to 2:
1. C -0.23
2. N -0.66

---

Computed, not measured: an isolated ion of composition C5H13N2O and charge -1, with ωB97M-V with the def2-TZVPD basis set.

Output
HOMO in eV: -2.667
SMILES: CNC[C@H](N)CC[O-]
LUMO in eV: 3.67
Total charge: -1
Gap between HOMO and LUMO in eV: 6.3

CARTESIAN COORDINATES (ANGSTROEM)
N1 1.699 0.176 0.925
C1 0.487 -0.312 0.322
C2 0.182 0.370 -1.023
C3 1.242 -0.003 -2.140
O1 2.515 0.179 -1.770
C4 -0.622 -0.325 1.396
N2 -1.961 -0.689 0.911
C5 -3.009 0.291 1.275
H1 2.445 -0.029 0.284
H2 1.709 1.190 1.008
H3 0.639 -1.381 0.127
H4 0.348 1.448 -0.865
H5 -0.873 0.348 -1.327
H6 0.903 0.612 -3.023
H7 1.007 -1.069 -2.430
H8 -0.289 -1.076 2.131
H9 -0.658 0.549 2.064
H10 -1.887 -0.625 -0.099
H11 -3.695 0.395 0.419
H12 -2.570 1.246 1.566
H13 -3.676 -0.143 2.029

Forces on atoms 1 to 3 (eV/Å):
0.322 -0.016 1.288
-0.823 -0.042 -0.290
0.627 0.960 0.405

Atomic partial charges in e from the natural (NBO) method, atoms 1 to 2:
1. N -0.87
2. C -0.06